Entry 1:
Molecular formula: C12H13N4OPdSSeTe
Method: DFT, ωB97M-V/def2-TZVPD

## Properties
- ΔE to the lowest compared entry with this formula, charge and spin: 0.0 kJ/mol
- HOMO energy (spin up / spin down): 0.117 / -0.008 eV
- Lowest unoccupied orbital energy (spin up / spin down): 4.4498 / 4.4509 eV
- Orbital gap (spin up / spin down): 4.33 / 4.46 eV
- Total charge: -2
- Multiplicity: 2

```
34
Properties=species:S:1:pos:R:3:mulliken_charge:R:1
Te 2.7962 -0.0972 -1.4063 0.389
Pd 0.1973 -0.2825 -0.4734 -0.220
Se -3.5482 2.6661 0.9319 -0.007
S -0.2790 -2.5858 -0.2166 -0.483
O 0.6676 -1.5360 2.3636 -0.706
N -2.1193 1.6373 0.5388 -0.500
N -0.5594 -1.8901 2.3808 0.515
N -3.1853 3.9284 -0.3240 -0.958
N -0.3458 1.7422 -0.9947 -0.230
C -3.2180 -2.6950 2.5418 -0.156
C -1.4821 2.2524 -0.4482 0.549
C -1.2832 -1.7106 3.5122 -0.238
C -2.5958 -2.1003 3.6333 -0.683
C -1.4294 4.1784 -1.9814 -0.625
C -2.4951 -2.8466 1.3768 -0.792
C -1.1606 -2.4366 1.2487 0.396
C 4.8897 -0.1197 -2.1916 -1.122
C -0.2770 3.6100 -2.5167 -0.607
C 3.2267 -2.0272 -0.5800 -0.974
C 0.2141 2.4173 -2.0032 -0.182
C -2.0696 3.5107 -0.9273 0.803
H 5.0311 -0.9549 -2.8804 0.277
H 2.3859 -2.3033 0.0504 0.215
H -4.2542 -3.0075 2.5907 0.332
H 4.1411 -1.9586 0.0105 0.297
H -3.1151 -1.9233 4.5659 0.340
H 5.6064 -0.1955 -1.3710 0.267
H -0.7114 -1.2353 4.2951 0.385
H -1.8491 5.1062 -2.3518 0.360
H 0.2536 4.0817 -3.3356 0.331
H 1.1128 1.9776 -2.4210 0.147
H 5.0517 0.8187 -2.7257 0.256
H 3.3541 -2.7527 -1.3832 0.303
H -2.9502 -3.2682 0.4915 0.320
```

***

Entry 2:
Molecular formula: C4H7NO
Method: DFT, ωB97M-V/def2-TZVPD

## Properties
- ΔE to the lowest compared entry with this formula, charge and spin: 349.8 kJ/mol
- HOMO energy: -7.084 eV
- Lowest unoccupied orbital energy: 0.9735 eV
- Orbital gap: 8.06 eV
- Total charge: 0
- Multiplicity: 1

```
13
Properties=species:S:1:pos:R:3:mulliken_charge:R:1
O -2.2464 -0.6348 0.5558 -0.562
N 0.7691 -0.0325 -0.1649 0.086
C -0.2231 0.8576 0.4822 -0.683
C 2.0721 -0.0151 -0.0366 -0.428
C -0.1855 -0.6962 -0.8451 -0.621
C -1.3310 0.0614 -0.2645 0.015
H -1.7441 -1.3504 0.9709 0.346
H 2.5045 0.6180 0.7248 0.238
H -0.0793 1.8990 0.1807 0.296
H -1.9522 0.6701 -0.9304 0.331
H -0.2228 0.7607 1.5708 0.328
H -0.0255 -1.4324 -1.6219 0.402
H 2.6643 -0.7055 -0.6219 0.252
```

***

Entry 3:
Molecular formula: C3H21N2O6
Method: DFT, ωB97M-V/def2-TZVPD

## Properties
- HOMO energy: -13.686 eV
- Lowest unoccupied orbital energy: -2.7314 eV
- Orbital gap: 10.95 eV
- Total charge: +1
- Multiplicity: 1

```
32
Properties=species:S:1:pos:R:3:mulliken_charge:R:1
O 0.1031 4.0432 -0.8695 -0.550
O 1.2304 -0.2405 -1.0503 -0.605
O -0.4908 1.1050 -3.0695 -0.552
O 2.6739 -1.8220 -2.4584 -0.539
O -1.8175 0.6843 -0.5997 -0.700
O 3.2301 1.4272 -0.6470 -0.639
N -1.3005 -1.1959 1.3391 0.030
N 0.5657 -2.5797 0.7051 -0.319
C -2.1854 0.3488 3.2237 -1.003
C -2.3299 -0.9903 2.4924 -0.480
C -0.4783 -2.2253 1.4912 0.179
H -0.0855 4.6523 -0.1863 0.303
H -0.7389 0.7719 -3.8555 0.249
H -1.2693 0.7231 3.7134 0.332
H -3.2713 -1.0699 2.0066 0.278
H -0.7819 -3.1229 2.2390 0.229
H 2.8203 -2.6744 -2.0970 0.264
H -2.4457 1.3219 2.4667 0.229
H 2.9822 -1.9699 -3.3389 0.280
H 0.2821 3.3206 -0.4314 0.244
H -1.9008 0.3569 -1.5140 0.341
H -0.8318 0.8382 -0.6190 0.179
H 0.9814 0.1204 -1.9294 0.311
H 2.1581 -0.2621 -1.0622 0.367
H -2.2218 -1.7465 3.2799 0.411
H -2.8464 0.3375 4.0911 0.336
H -0.2428 2.0250 -3.3775 0.292
H -1.3780 -0.4312 0.6520 0.357
H 1.2185 -1.7742 0.3836 0.231
H 1.1158 -3.3607 1.0701 0.319
H 3.9511 1.0351 -1.1014 0.312
H 3.3040 2.3539 -0.9468 0.313
```

***

Entry 4:
Molecular formula: C4H4N2O2
Method: DFT, ωB97M-V/def2-TZVPD

## Properties
- ΔE to the lowest compared entry with this formula, charge and spin: 553.1 kJ/mol
- HOMO energy: -9.290 eV
- Lowest unoccupied orbital energy: 0.2913 eV
- Orbital gap: 9.58 eV
- Total charge: 0
- Multiplicity: 1

```
12
Properties=species:S:1:pos:R:3:mulliken_charge:R:1
O 2.1577 -1.8827 0.1250 -0.547
O 1.9697 0.3158 0.0781 -0.374
N -2.3395 -0.5390 0.2821 -0.602
N 0.0039 -0.4289 0.0094 0.077
C 1.1156 1.4960 0.0523 -0.538
C -1.1692 -1.0710 -0.2107 0.297
C -0.0608 0.9239 -0.1211 -0.285
C 1.3900 -0.9200 0.0779 0.531
H -2.2169 0.5606 1.0487 0.304
H -1.0349 1.4215 -0.7052 0.321
H 1.4790 2.4164 0.0988 0.531
H -1.2947 -2.2926 -0.7353 0.287
```

***

Entry 5:
Molecular formula: C2H4N2O2
Method: DFT, ωB97M-V/def2-TZVPD

## Properties
- ΔE to the lowest compared entry with this formula, charge and spin: 765.9 kJ/mol
- HOMO energy (spin up / spin down): -10.404 / -10.068 eV
- Lowest unoccupied orbital energy (spin up / spin down): -1.4152 / -1.8513 eV
- Orbital gap (spin up / spin down): 8.99 / 8.22 eV
- Total charge: 0
- Multiplicity: 1

```
10
Properties=species:S:1:pos:R:3:mulliken_charge:R:1
O 1.4582 1.2522 -0.3833 -0.556
O 2.6034 -0.4653 0.3053 -0.572
N 1.5763 0.0948 -0.0113 1.049
N 0.5409 -0.8254 0.0662 -0.431
C -1.2245 0.2124 0.6869 -0.371
C -0.6687 -0.2887 -0.6181 -0.315
H -1.9181 -0.2840 1.2091 0.328
H -1.1391 -1.1877 -1.0086 0.259
H -0.6998 1.0424 1.1604 0.280
H -0.5286 0.4494 -1.4066 0.330
```

***

Entry 6:
Molecular formula: C4H6N2O
Method: DFT, ωB97M-V/def2-TZVPD

## Properties
- ΔE to the lowest compared entry with this formula, charge and spin: 197.3 kJ/mol
- HOMO energy: -9.121 eV
- Lowest unoccupied orbital energy: -0.2856 eV
- Orbital gap: 8.84 eV
- SMILES: [H]/N=C1\C=CNC1=O.[H][H]
- Total charge: 0
- Multiplicity: 1

```
13
Properties=species:S:1:pos:R:3:mulliken_charge:R:1
O 1.4524 1.1077 0.6825 -0.510
N -1.1205 0.9696 2.0635 -0.616
N 0.3886 -0.2900 -0.8380 0.014
C -0.8753 -0.8710 -0.9254 -0.496
C -1.6651 -0.5348 0.1092 -0.428
C -0.8828 0.3544 0.9780 0.656
C 0.4904 0.4842 0.3100 0.230
H 3.6423 0.3655 -1.2072 0.142
H 1.1378 -0.4030 -1.5016 0.189
H -2.6847 -0.8577 0.2686 0.351
H -2.0757 0.7823 2.3773 0.259
H -1.1076 -1.5083 -1.7706 0.375
H 3.3001 0.4012 -0.5461 -0.167
```